The following is a quantum chemistry calculation of a 2-piece molecular cluster, C3H10N3 overall in a non-equilibrium geometry, from the OMol25 dataset.

Last columns: bonded neighbours and bond lengths (Å).
Positions of all 16 atoms, in Å:
1 C 0.564 0.791 0.417  N4 1.177, N5 1.258
2 C -0.799 -2.772 1.307  H7 1.025, H8 1.101, H9 1.056, H14 1.149
3 C 0.350 0.735 -1.877  N5 1.521, H10 1.061, H11 1.091, H12 1.016
4 N 1.068 0.148 1.264  C1 1.177, H13 0.999
5 N 0.396 1.535 -0.584  C1 1.258, C3 1.521, N6 1.336
6 N 0.042 2.760 -0.184  N5 1.336, H15 1.019, H16 1.009
7 H 0.063 -3.256 1.581  C2 1.025
8 H -1.259 -2.020 1.966  C2 1.101
9 H -1.588 -3.412 1.021  C2 1.056
10 H -0.559 0.259 -2.149  C3 1.061
11 H 0.745 1.466 -2.583  C3 1.091
12 H 0.984 -0.006 -1.591  C3 1.016
13 H 0.782 -0.600 1.861  N4 0.999
14 H -0.706 -2.169 0.333  C2 1.149
15 H 0.783 3.449 -0.309  N6 1.019
16 H -0.866 3.091 -0.471  N6 1.009

Charge   +1
ΔE to the lowest compared entry with this formula, charge and spin   4.8586 eV
E_HOMO   -15.45 eV
Total energy   -7733.406 eV

Atomic partial charges in e from the Löwdin method, atoms 1 to 6: C -0.1039; C -0.0384; C 0.0965; N 0.3662; N -0.1588; N 0.1168